Version one
The following is a quantum chemistry calculation of a molecular structure, C4H8F6KNO6S2, from the OMol25 dataset.

Output
HOMO level: -9.250 eV
charge: 0
2S+1: 1
LUMO level: -1.6 eV

Last column: natural (NBO) charge in e.
Atoms and positions in Å:
K -19.1619 -12.0731 9.3771  0.9902
C -23.0862 -10.2953 12.0992  0.7686
F -22.6362 -9.9968 13.3136  -0.3016
F -22.4159 -11.3906 11.6453  -0.3502
F -24.3384 -10.7026 12.1409  -0.2918
S -22.8368 -8.7831 10.9531  2.0432
O -23.9053 -9.0233 9.9536  -0.8949
O -23.0148 -7.6329 11.8318  -0.8632
N -21.2122 -8.9879 10.2180  -1.1710
S -20.9283 -7.5395 9.9532  2.1870
O -21.7472 -6.8448 8.9820  -0.9189
O -20.4088 -6.7518 11.0542  -0.9365
C -19.2804 -7.8861 8.9116  0.7312
F -19.5987 -8.5189 7.8622  -0.3144
F -18.7587 -6.7200 8.5758  -0.3078
F -18.4268 -8.6476 9.6728  -0.3719
C -18.5498 -9.6472 13.9994  -0.2649
O -19.2760 -10.5308 13.1036  -0.7556
H -18.1792 -10.1950 14.8658  0.1857
H -17.6059 -9.4892 13.4777  0.1593
H -19.0086 -8.6628 14.0916  0.2002
H -19.6467 -9.9197 12.4627  0.4760
C -17.2847 -15.6680 13.1104  -0.2607
O -17.5702 -14.4646 12.3845  -0.7521
H -17.6960 -15.7300 14.1179  0.1740
H -17.8193 -16.4327 12.5471  0.1840
H -16.2111 -15.7270 13.2894  0.1804
H -17.9310 -13.8306 13.0085  0.4756

---

Version two
The following is a quantum chemistry calculation of a molecular structure, C4H8F6KNO6S2, from the OMol25 dataset.

Output
HOMO level: -10.213 eV
charge: 0
2S+1: 1
LUMO level: -0.7 eV

Last column: natural (NBO) charge in e.
Atoms and positions in Å:
K 1.2063 -1.0926 0.3830  0.9688
C -0.5584 0.0719 -3.0547  0.7170
F -0.3312 1.3799 -3.0039  -0.2994
F -1.0557 -0.2416 -4.2442  -0.2991
F 0.6053 -0.5746 -2.8567  -0.3353
S -1.8006 -0.4236 -1.7718  2.2378
O -3.0576 0.0708 -2.2090  -0.8916
O -1.6518 -1.8454 -1.6319  -0.9555
N -1.1800 0.2495 -0.4296  -1.3137
S -1.8862 1.6449 -0.0297  2.2331
O -1.8554 2.6982 -1.0006  -0.9060
O -3.1002 1.4318 0.6931  -0.9029
C -0.6201 2.1930 1.2322  0.7169
F 0.0405 1.1617 1.8175  -0.3483
F 0.2876 2.9962 0.6817  -0.3098
F -1.2625 2.8662 2.1694  -0.2968
C -2.1181 -2.7077 1.5013  -0.2515
O -1.2965 -1.5803 1.7654  -0.7871
H -3.1554 -2.4121 1.3280  0.1808
H -1.7549 -3.2513 0.6230  0.1681
H -2.1086 -3.3996 2.3416  0.1772
H -1.3168 -0.9851 0.9907  0.4892
C 4.7731 0.2854 1.1299  -0.2528
O 3.9491 -0.0623 0.0131  -0.7623
H 5.7524 -0.1932 1.0497  0.1766
H 4.9251 1.3625 1.2209  0.1815
H 4.3023 -0.0613 2.0472  0.1807
H 4.2684 0.4185 -0.7556  0.4845

---

Order from most stable to least stable according to the calculation: version two, version one

---

Version one
The following is a quantum chemistry calculation of a molecular structure, C6H14O3, from the OMol25 dataset.

Output
HOMO level: -9.091 eV
charge: 0
2S+1: 1
LUMO level: 0.0 eV

Last column: natural (NBO) charge in e.
Atoms and positions in Å:
C 1.0059 -0.4696 -2.0795  0.3934
C 2.1988 -0.1437 -1.1875  -0.6545
O 0.0025 0.4080 -2.0606  -0.7468
O 0.5309 -1.8426 -1.5852  -0.7817
H -0.4275 0.7337 -0.9233  0.4614
H -0.0537 -2.1893 -2.2707  0.4837
H 1.3445 -0.6538 -3.1127  0.1480
H 1.8892 -0.0694 -0.1449  0.1985
H 2.9666 -0.9114 -1.2678  0.2201
H 2.6138 0.8152 -1.4962  0.2200
C -0.7493 -0.4943 1.1621  0.2568
C -1.6242 -0.3948 2.3866  -0.6477
C -0.9650 1.1744 0.3371  -0.4912
C -0.2153 2.1854 0.7869  -0.2419
O -1.1065 -1.4825 0.3546  -0.7346
H -0.4271 -1.6373 -0.4223  0.5095
H 0.3247 -0.4415 1.3711  0.1474
H -2.0246 1.3368 0.1608  0.2127
H -1.3256 0.4440 3.0107  0.2158
H -2.6665 -0.2801 2.0918  0.2214
H -1.5271 -1.3243 2.9529  0.2284
H -0.6019 3.1867 0.9278  0.1960
H 0.8375 2.0503 1.0082  0.1852

---

Version two
The following is a quantum chemistry calculation of 3 unconnected molecules or ions with the total composition C6H14O3, from the OMol25 dataset.

Output
SMILES string: C=C(O)/C=C/CC.O.O
HOMO level: -8.503 eV
charge: 0
2S+1: 1
LUMO level: 0.6 eV

Last column: natural (NBO) charge in e.
Atoms and positions in Å:
C -0.1180 -2.4068 -1.1900  -0.6292
C 0.8160 -2.1191 -0.0217  -0.4450
C -0.8307 1.0762 2.7779  -0.5316
C -0.1502 1.2666 1.6454  0.3111
O -0.3203 2.5011 1.0130  -0.6945
C 0.6169 0.2796 0.8677  -0.2803
C 0.2154 -0.9719 0.8075  -0.1099
H -0.1704 -3.4874 -1.3825  0.2185
H -1.1368 -2.0726 -0.9755  0.2168
H 0.1615 -2.0261 -2.1676  0.2127
H 1.8447 -1.7987 -0.2319  0.2122
H 0.9535 -2.9726 0.6328  0.2085
H -1.3590 1.8957 3.2513  0.1866
H -0.7706 0.2348 3.4561  0.2105
H -1.0561 2.9258 1.4651  0.4794
H 1.3716 0.7574 0.2476  0.2315
H -0.4379 -1.4850 1.5126  0.2014
H -1.2244 -0.3219 -1.9230  0.4809
H -2.0232 0.9901 -2.3412  0.4721
O -2.0486 0.1788 -1.8653  -0.9539
H 1.2011 2.5585 -2.3216  0.4795
H 2.4246 2.7936 -1.2852  0.4817
O 2.0409 2.2041 -1.9714  -0.9588

---

Order from most stable to least stable according to the calculation: version two, version one

---

Version one
The following is a quantum chemistry calculation of 18 unconnected molecules or ions with the total composition H36O18, from the OMol25 dataset.

Output
HOMO level: -10.144 eV
charge: 0
2S+1: 1
LUMO level: -0.4 eV

Last column: natural (NBO) charge in e.
Atoms and positions in Å:
O 1.1776 1.2089 -2.7836  -0.9614
H 0.8683 1.2204 -1.9027  0.4768
H 1.9828 1.7376 -2.7973  0.4758
O 2.8630 3.2392 -3.8509  -0.9610
H 3.7719 3.0468 -3.6060  0.4856
H 2.6067 4.1170 -3.5600  0.4866
O 1.3252 -2.6503 -1.8676  -0.9473
H 1.7389 -3.0590 -1.0915  0.4772
H 1.4434 -1.7547 -1.5107  0.4675
O 4.6736 -0.6735 2.0670  -0.9509
H 5.4165 -0.0654 1.9649  0.4848
H 4.7456 -1.1474 1.2264  0.4818
O 1.5250 -4.2584 0.8936  -0.9442
H 1.8629 -3.7195 1.6132  0.4701
H 0.6019 -4.3779 1.1355  0.4771
O 1.9775 -2.3205 -4.9762  -0.9472
H 1.4885 -2.0015 -4.2208  0.4844
H 1.3884 -2.8732 -5.4890  0.4624
O 1.4120 -2.0055 5.1512  -0.9341
H 0.8492 -1.7134 4.4268  0.4717
H 2.2537 -2.2012 4.7300  0.4628
O -5.8075 1.1850 -2.3258  -0.9379
H -5.5658 0.9684 -1.4363  0.4686
H -5.0731 1.6885 -2.6808  0.4693
O -2.2618 -2.8970 -2.6334  -0.9450
H -3.1657 -2.9138 -2.9740  0.4728
H -2.0217 -3.8168 -2.7634  0.4769
O 1.7422 1.2502 -5.9308  -0.9527
H 1.8510 2.0000 -5.3337  0.4753
H 1.1361 0.6949 -5.4263  0.4747
O 2.6657 2.6965 1.6726  -0.9453
H 2.6293 3.6461 1.8348  0.4731
H 2.5333 2.3360 2.5571  0.4722
O 1.9309 -0.2890 1.9897  -1.0010
H 1.9272 0.4602 1.3879  0.4896
H 2.8430 -0.4411 2.2859  0.4971
O -0.8568 -0.6360 -1.1608  -0.9570
H -1.4778 -1.2007 -1.6533  0.4905
H -0.6108 -1.3652 -0.5722  0.4619
O -0.7642 0.3391 4.1626  -0.9642
H -0.8046 1.2272 4.5264  0.4779
H 0.0986 0.3321 3.7269  0.4948
O -2.7769 3.3854 1.9754  -0.9353
H -3.7204 3.4012 2.0731  0.4729
H -2.6525 3.7613 1.0932  0.4572
O -4.5728 -1.8509 2.3389  -0.9776
H -5.3152 -2.4150 2.5667  0.4611
H -4.2879 -1.3810 3.1331  0.4962
O -1.1365 2.9554 -0.0542  -0.9377
H -0.8962 3.7994 0.3304  0.4658
H -1.9724 2.6195 0.2457  0.4775
O -3.5440 0.0728 3.9769  -0.9647
H -3.4291 0.7551 3.3156  0.4746
H -2.6160 -0.1164 4.2001  0.5001

---

Version two
The following is a quantum chemistry calculation of 18 unconnected molecules or ions with the total composition H36O18, from the OMol25 dataset.

Output
HOMO level: -10.542 eV
charge: 0
2S+1: 1
LUMO level: -0.5 eV

Last column: natural (NBO) charge in e.
Atoms and positions in Å:
O -3.2780 -1.5477 0.3110  -0.9270
H -2.9080 -0.6829 0.6128  0.4551
H -2.9703 -2.1906 0.9740  0.4683
O 0.8360 0.2973 0.4321  -0.9618
H -0.1026 0.1363 0.4642  0.4444
H 1.3563 -0.3025 0.9960  0.5022
O 3.3492 2.0862 0.9737  -0.9616
H 2.4430 2.1299 0.7033  0.4765
H 3.4714 1.2869 1.4928  0.4832
O 3.2990 -0.4714 0.3942  -0.9655
H 3.4949 0.1180 -0.4014  0.5061
H 2.4362 -0.7122 0.0651  0.4617
O -1.2636 3.6708 4.1078  -0.9446
H -2.1449 3.7456 3.7431  0.4752
H -1.3318 3.9768 5.0053  0.4701
O 3.1408 -2.4414 2.9416  -0.9266
H 2.8613 -1.6229 3.3450  0.4569
H 2.7779 -2.2323 2.0722  0.4736
O -2.4717 0.3416 -1.8068  -0.9667
H -2.7138 0.8801 -2.5470  0.4733
H -3.2913 0.4285 -1.2911  0.4919
O 0.8764 -4.0005 -1.5745  -0.9373
H 1.2243 -3.0618 -1.3705  0.4735
H 1.1431 -3.9150 -2.5027  0.4616
O -2.3253 1.1836 1.1817  -0.9024
H -1.5697 1.7165 0.9116  0.4897
H -1.8476 0.3426 1.0345  0.4188
O 4.2299 -0.2118 -2.5343  -0.9306
H 4.5005 -0.5638 -3.3952  0.4626
H 3.2879 -0.3626 -2.7423  0.4692
O -3.8873 1.5455 3.6045  -0.9398
H -4.2879 0.6903 3.8339  0.4633
H -2.9479 1.2897 3.5679  0.4764
O -5.2703 1.2955 -0.8562  -0.9630
H -5.1215 0.8978 0.0025  0.4801
H -6.0477 1.8803 -0.7843  0.4854
O -1.5259 3.1808 -2.6561  -0.9303
H -0.6690 3.6462 -2.5579  0.4746
H -1.2612 2.4558 -3.2454  0.4559
O 0.2707 -0.2457 -5.4262  -0.9606
H 0.6202 -0.9056 -4.8443  0.4831
H -0.0238 0.5692 -5.0594  0.4782
O 0.5506 -3.7020 3.9175  -0.9552
H 1.0312 -3.6901 3.0895  0.4789
H 1.1935 -4.2433 4.3899  0.4781
O 0.2952 -1.2130 -1.4532  -0.9676
H -0.2273 -0.4122 -1.3974  0.4906
H -0.3548 -1.8326 -1.1111  0.4784
O 3.1273 1.9949 -3.8853  -0.9298
H 4.0486 2.0597 -3.5805  0.4746
H 3.4018 1.4393 -4.6765  0.4553
O 0.4486 -1.4127 2.2105  -0.9803
H 0.6015 -1.5705 3.1850  0.5065
H -0.4745 -1.7387 2.1364  0.4775

---

Order from most stable to least stable according to the calculation: version one, version two